{
  "formula": "C12H34N2O4",
  "method": "wB97M-V/def2-TZVPD",
  "spin_multiplicity": 1,
  "de_lowest_kcal_mol": 46.3,
  "homo_lumo_gap_ev": 9.83,
  "e_lumo_ev": 0.81,
  "species": ["C", "O", "C", "C", "C", "N", "H", "H", "H", "H", "H", "H", "H", "H", "H", "H", "H", "C", "O", "C", "C", "C", "N", "H", "H", "H", "H", "H", "H", "H", "H", "H", "H", "H", "C", "C", "O", "H", "H", "H", "H", "H", "H", "C", "C", "O", "H", "H", "H", "H", "H", "H"],
  "coordinates": [[-3.987851, -0.026248, -0.528583], [-4.371701, 1.315218, -0.363170], [-5.635837, 1.402505, 0.466301], [-6.229054, 2.801715, 0.254037], [-5.257904, 3.849343, 0.753129], [-7.520942, 2.848911, 0.871088], [-2.957790, -0.091208, -0.879081], [-4.599652, -0.622546, -1.205502], [-3.977592, -0.672891, 0.348819], [-6.344607, 0.639212, 0.145158], [-5.392789, 1.126193, 1.492308], [-6.422713, 2.996687, -0.800751], [-4.784973, 3.632212, 1.710879], [-5.672389, 4.856444, 0.798359], [-4.467733, 3.917822, 0.005435], [-7.806982, 3.810009, 0.991778], [-7.267168, 2.559033, 1.804726], [3.247994, -3.516692, 2.920099], [3.244455, -2.212209, 2.423172], [4.534219, -1.508232, 2.428272], [4.545695, 0.017214, 1.949312], [3.634742, 0.987903, 2.628647], [4.315061, 0.118672, 0.524319], [3.989480, -4.152661, 2.436533], [2.285222, -3.960797, 2.667233], [3.498836, -3.416373, 3.976088], [4.977000, -1.530698, 3.424038], [5.258029, -2.193338, 1.986872], [5.563681, 0.382413, 2.085086], [2.702992, 1.207238, 2.107268], [4.040160, 1.999307, 2.656974], [3.330239, 0.689577, 3.631831], [3.982884, 1.017290, 0.204592], [3.470053, -0.407409, 0.353146], [0.020212, -0.672217, -1.181597], [0.793954, -1.682697, -0.344647], [1.454686, -1.004361, 0.709098], [-0.658233, -1.094983, -1.922600], [0.681172, -0.021634, -1.754291], [-0.635187, -0.049971, -0.572193], [1.546892, -2.165670, -0.967475], [-0.012347, -2.230299, 0.143324], [2.101887, -1.628580, 1.045380], [2.088499, -1.724994, -3.998287], [2.170430, -0.260247, -4.497149], [3.270674, -0.068406, -5.307655], [3.079566, -2.143885, -3.823871], [1.618631, -2.343099, -4.763318], [1.668331, -1.836191, -2.998694], [2.442363, 0.306506, -3.606666], [1.178430, -0.114362, -4.924653], [3.266977, 0.871473, -5.503119]],
  "atomic_forces_ev_per_a": [[0.57, -0.86, -0.14], [-1.93, -0.42, 1.43], [1.28, -0.08, -2.05], [0.74, 0.09, -0.42], [0.80, 0.50, -0.61], [-0.31, -0.56, 1.18], [-0.05, 0.43, -0.25], [-0.38, 0.43, -0.52], [-0.16, 0.50, 0.85], [-0.04, -0.02, -0.41], [0.18, 0.53, 0.30], [0.47, -0.37, -0.28], [-0.17, -0.20, 0.11], [-0.37, -0.05, 0.06], [0.32, -0.02, 0.16], [-0.14, 0.23, -0.19], [-0.83, -0.14, 0.77], [0.61, 0.20, 0.00], [0.66, 2.13, -1.11], [-0.20, -0.05, 0.69], [0.12, -0.89, -0.73], [-1.28, 0.74, 1.37], [-0.20, -1.24, -1.45], [0.37, 0.01, -0.11], [-0.11, 0.14, 0.58], [-0.39, -0.74, 0.30], [-0.64, 0.39, 0.78], [0.05, 0.45, -1.28], [0.27, -0.49, 0.47], [-0.17, -0.83, -0.29], [0.62, -0.11, 0.31], [0.21, 0.13, 0.22], [0.48, 0.60, 0.46], [-0.13, -0.37, -0.28], [0.05, 0.60, -0.47], [-1.20, 1.46, 0.07], [0.12, 0.42, -0.44], [0.16, -0.58, 0.01], [0.12, 0.17, 0.15], [0.27, 0.06, 0.32], [-0.44, -0.77, 0.12], [0.41, -1.29, -0.38], [0.22, -0.13, 0.79], [1.03, -0.02, -0.37], [-0.15, -1.86, 2.61], [0.48, 0.01, -1.69], [0.35, 0.18, -0.38], [-0.23, -0.17, 0.33], [-0.74, 0.26, -0.43], [-1.17, 0.55, 0.31], [0.13, 0.99, -0.22], [0.34, 0.04, -0.27]]
}